[1]
DFT (the ωB97M-V functional and the def2-TZVPD basis) results for a 2-piece molecular cluster, C28H38FIN4O8PS3 overall.

Each line ends with the Löwdin charge.
Geometry (Å):
C 5.806 -2.747 1.381  -0.07
C 5.738 -1.475 0.501  -0.28
O 4.798 -1.598 -0.551  -0.16
C 5.143 -0.853 -1.703  -0.20
C 4.295 0.466 -1.874  -0.15
C 3.398 0.746 -0.648  -0.20
C 2.792 2.173 -0.610  -0.18
C 1.942 2.536 -1.880  -0.17
C 0.439 2.356 -1.661  -0.24
C 0.059 1.417 -0.728  0.05
C -1.319 1.214 -0.447  -0.10
C -1.657 0.224 0.538  -0.34
P -0.397 -0.788 1.419  0.41
S 0.085 -2.271 0.237  0.13
C -2.989 0.040 0.810  -0.01
C -4.003 0.778 0.102  -0.13
C -5.450 0.441 0.529  -0.11
C -6.017 -0.553 -0.568  -0.16
C -5.476 -1.984 -0.264  -0.23
C -4.766 -2.608 -1.493  -0.45
S -5.916 -3.330 -2.736  0.96
C -7.274 -4.039 -1.844  -0.68
N -7.554 -5.256 -1.531  0.07
N -8.732 -5.184 -0.826  0.05
C -9.083 -3.958 -0.746  -0.17
O -8.207 -3.135 -1.399  -0.01
C -3.717 1.717 -0.884  -0.08
C -4.918 2.371 -1.558  -0.15
C -5.130 3.818 -0.960  -0.06
C -2.303 1.970 -1.163  0.00
C -1.854 2.922 -2.115  -0.10
C -2.717 3.864 -2.974  -0.49
O -3.130 3.425 -4.018  0.12
N -3.011 5.229 -2.635  0.17
C -2.451 5.688 -1.386  -0.47
O -3.149 6.212 -0.575  0.20
F -1.123 5.585 -1.113  0.07
N -0.517 3.054 -2.330  -0.29
I 0.149 4.390 -3.780  1.27
H 6.371 -2.499 2.297  0.04
H 4.804 -3.096 1.683  0.08
H 6.367 -3.541 0.859  0.08
H 6.773 -1.294 0.152  0.12
H 5.508 -0.634 1.195  0.11
H 4.885 -1.494 -2.568  0.12
H 6.226 -0.658 -1.794  0.12
H 4.949 1.325 -2.117  0.12
H 3.657 0.324 -2.768  0.10
H 2.639 -0.054 -0.541  0.10
H 4.040 0.644 0.246  0.11
H 3.647 2.873 -0.561  0.12
H 2.227 2.353 0.322  0.11
H 2.230 3.564 -2.143  0.06
H 2.227 1.885 -2.728  0.12
H 0.777 0.806 -0.192  0.05
H -0.920 -1.323 2.617  0.00
H 0.762 -0.001 1.612  -0.01
H -3.257 -0.696 1.575  0.12
H -5.480 0.017 1.540  0.12
H -6.023 1.378 0.441  0.10
H -5.630 -0.172 -1.529  0.10
H -7.114 -0.484 -0.605  0.12
H -6.329 -2.587 0.085  0.10
H -4.750 -1.983 0.568  0.10
H -4.125 -3.431 -1.131  0.08
H -4.087 -1.881 -1.970  0.08
H -9.932 -3.489 -0.257  0.14
H -4.763 2.404 -2.649  0.11
H -5.865 1.850 -1.408  0.09
H -4.328 4.092 -0.261  0.07
H -6.065 3.857 -0.373  0.09
H -5.248 4.550 -1.767  0.08
H -2.689 5.782 -3.430  0.15
C 9.115 -3.868 5.560  -0.16
C 8.118 -2.863 6.096  -0.17
O 8.504 -1.618 5.502  -0.18
S 9.120 -1.893 4.043  0.62
O 8.102 -1.681 3.073  -0.24
O 10.384 -1.262 3.963  -0.20
O 9.336 -3.478 4.200  -0.18
H 10.067 -3.806 6.092  0.14
H 8.741 -4.888 5.608  0.14
H 8.137 -2.793 7.180  0.14
H 7.103 -3.096 5.765  0.13

Its total charge is +1. The value obtained for the molar mass is 831.709 g mol⁻¹. The value obtained for the total energy is -3843.77954 Eh. As for the largest force on an atom: 0.0613 Eh/bohr. As for the spin multiplicity: 1.

=====

[2]
DFT (the ωB97M-V functional and the def2-TZVPD basis) results for C6H4S in the gas phase.

Each line ends with the natural charge from an NBO analysis.
Geometry (Å):
C -1.232 -1.059 0.113  -0.25
C -0.064 -0.076 0.429  -0.44
C 1.266 -0.646 -0.022  0.01
C 2.241 -1.138 -0.487  -0.22
C -0.263 1.316 -0.074  0.01
C -0.542 2.472 -0.275  -0.21
H -0.921 -2.163 0.120  0.22
H -0.102 0.056 1.527  0.29
H 3.210 -1.531 -0.684  0.24
H -0.808 3.495 -0.367  0.24
S -2.783 -0.725 -0.280  0.11

Its total charge is 0. The value obtained for the molar mass is 108.165 g mol⁻¹. The energy relative to the best compared isomer or geometry (same formula, charge and spin) comes out at 38.24 kcal per mole. The value obtained for the total energy is -629.03389 Eh. As for the largest force on an atom: 0.0544 Eh/bohr. As for the spin multiplicity: 1.

=====

[3]
DFT (the ωB97M-V functional and the def2-TZVPD basis) results for C24H40N2O5RuS2Si3 as an isolated structure.

Each line ends with the Löwdin charge.
Geometry (Å):
Ru 0.416 0.241 1.333  1.14
S 0.729 -1.997 1.258  0.78
C 1.481 -2.479 -0.281  -0.62
C 1.154 -3.752 -0.745  -0.09
C 1.759 -4.206 -1.902  -0.06
C 2.642 -3.372 -2.571  -0.05
C 2.885 -2.118 -2.036  -0.11
N 2.333 -1.682 -0.905  0.07
H 0.427 -4.351 -0.212  0.10
H 1.528 -5.191 -2.285  0.11
H 3.121 -3.679 -3.490  0.10
H 3.552 -1.421 -2.534  0.12
C -0.281 3.571 0.012  -0.10
O -0.571 2.407 0.773  -0.37
Si -2.119 1.803 1.063  0.32
C -3.056 3.114 1.998  -0.15
C -2.978 1.446 -0.538  -0.14
C -1.574 0.321 2.037  -0.53
Si -0.869 0.710 3.779  0.38
C 0.262 2.228 3.834  -0.17
C -2.305 1.148 4.913  -0.18
C -0.013 -0.758 4.580  -0.19
Si -2.678 -1.192 1.809  0.38
C -2.503 -1.871 0.067  -0.19
C -2.348 -2.534 3.070  -0.19
C -4.456 -0.644 2.115  -0.17
H -1.011 4.356 0.218  0.09
H -0.294 3.342 -1.056  0.10
H 0.709 3.932 0.291  0.09
H -3.387 3.910 1.324  0.04
H -2.431 3.566 2.772  0.04
H -3.946 2.702 2.480  0.04
H -3.222 2.379 -1.053  0.04
H -3.905 0.887 -0.391  0.03
H -2.321 0.859 -1.183  0.04
H -0.203 3.002 4.450  0.04
H 0.480 2.662 2.860  0.01
H 1.222 1.957 4.273  0.02
H -2.822 2.051 4.581  0.02
H -1.939 1.321 5.929  0.04
H -3.036 0.334 4.952  0.02
H 0.427 -1.459 3.869  -0.03
H -0.713 -1.312 5.207  0.03
H 0.806 -0.392 5.204  0.04
H -1.622 -1.455 -0.422  0.00
H -3.370 -1.630 -0.553  0.03
H -2.392 -2.959 0.086  0.03
H -1.305 -2.849 3.090  0.00
H -2.958 -3.407 2.820  0.04
H -2.630 -2.206 4.073  0.03
H -4.665 0.370 1.769  0.01
H -4.688 -0.687 3.182  0.03
H -5.147 -1.320 1.602  0.04
C 7.023 -3.463 -0.134  -0.05
C 6.089 -2.384 0.340  -0.26
C 5.105 -2.661 1.287  -0.02
C 4.241 -1.673 1.727  -0.06
C 4.377 -0.388 1.222  -0.29
C 5.381 -0.073 0.313  -0.05
C 6.226 -1.076 -0.126  -0.03
S 3.220 0.841 1.659  0.60
O 3.921 2.086 1.777  -0.27
O 2.468 0.362 2.821  -0.38
N 2.061 0.890 0.550  -0.33
C 2.145 1.311 -0.817  -0.15
C 0.997 0.604 -1.501  -0.63
O 0.981 0.474 -2.703  0.08
O 0.031 0.218 -0.689  -0.19
H 6.573 -4.450 -0.035  0.08
H 7.942 -3.452 0.456  0.09
H 7.303 -3.312 -1.177  0.08
H 5.008 -3.669 1.671  0.12
H 3.463 -1.885 2.446  0.09
H 5.497 0.948 -0.029  0.12
H 7.004 -0.845 -0.845  0.12
H 3.092 1.062 -1.293  0.12
H 1.974 2.385 -0.930  0.12

Its total charge is 0. The value obtained for the molar mass is 686.055 g mol⁻¹. The energy relative to the best compared isomer or geometry (same formula, charge and spin) comes out at 12.34 kcal per mole. The value obtained for the total energy is -3184.05941 Eh. As for the largest force on an atom: 0.1018 Eh/bohr. As for the spin multiplicity: 1.